# 1
The following is a quantum chemistry calculation of a 2-piece molecular cluster, C2H2N2O2 overall in a non-equilibrium geometry, from the Open Molecules 2025 dataset.

Structure (XYZ):
```
8
Properties=species:S:1:pos:R:3
C -1.049 -0.012 -0.202
C -0.293 -0.217 0.986
N -0.624 -0.032 -1.361
N 1.736 -0.155 -0.985
O 2.195 0.855 -1.281
O 0.889 -0.221 0.974
H -2.164 0.186 -0.137
H -0.690 -0.404 2.007
```

**HOMO-LUMO gap**: 7.1901 eV
**Relative energy (zero: lowest compared OMol25 entry of this formula, charge and spin)**: 142.06 kcal per mole
**HOMO level**: -7.98 eV
**Max |F|**: 4.17 eV/Å

***

# 2
The following is a quantum chemistry calculation of one molecule with the formula C2H2N2O2 in a non-equilibrium geometry, from the Open Molecules 2025 dataset.

Structure (XYZ):
```
8
Properties=species:S:1:pos:R:3
C -0.721 0.231 -0.808
N -0.249 -0.534 0.413
O 0.313 1.023 -0.925
C 1.101 0.482 0.296
O -1.663 -0.021 -1.486
N 2.050 0.714 0.941
H -0.099 -1.532 0.275
H -0.732 -0.365 1.294
```

**HOMO-LUMO gap**: 9.5126 eV
**Relative energy (zero: lowest compared OMol25 entry of this formula, charge and spin)**: 67.76 kcal per mole
**HOMO level**: -9.62 eV
**Max |F|**: 1.31 eV/Å

***

# 3
The following is a quantum chemistry calculation of one molecule with the formula C2H2N2O2, from the Open Molecules 2025 dataset.

Structure (XYZ):
```
8
Properties=species:S:1:pos:R:3
O 1.937 -0.159 0.013
C 0.625 0.031 -0.007
N -0.031 1.141 -0.010
N -1.383 0.757 0.010
C -1.388 -0.526 -0.001
O -0.142 -1.071 -0.010
H 2.354 0.709 -0.015
H -2.238 -1.186 0.028
```

**Structure (SMILES)**: Oc1nnco1
**HOMO-LUMO gap**: 10.6379 eV
**Relative energy (zero: lowest compared OMol25 entry of this formula, charge and spin)**: 28.85 kcal per mole
**HOMO level**: -10.05 eV
**Max |F|**: 0.59 eV/Å

***

# 4
The following is a quantum chemistry calculation of C2H2N2O2 as an isolated structure in a non-equilibrium geometry, from the Open Molecules 2025 dataset.

Structure (XYZ):
```
8
Properties=species:S:1:pos:R:3
C 0.668 0.099 -0.006
C -1.342 0.467 -0.027
H 2.309 -0.837 0.102
H -2.245 1.000 -0.051
N -0.148 1.094 0.034
N -1.321 -0.827 -0.020
O 2.001 0.099 -0.045
O 0.079 -1.096 0.013
```

**HOMO-LUMO gap**: 10.8677 eV
**Relative energy (zero: lowest compared OMol25 entry of this formula, charge and spin)**: 36.17 kcal per mole
**HOMO level**: -10.44 eV
**Max |F|**: 1.38 eV/Å

***

# 5
The following is a quantum chemistry calculation of C2H2N2O2 as an isolated structure in a non-equilibrium geometry, from the Open Molecules 2025 dataset.

Structure (XYZ):
```
8
Properties=species:S:1:pos:R:3
C 0.407 -0.107 0.450
C -0.750 0.459 -0.813
O 0.412 1.028 0.952
O 1.443 -0.843 0.014
N -0.921 -0.919 0.507
N -1.604 -0.578 -0.501
H 2.254 -0.461 0.381
H -1.240 1.420 -0.990
```

**HOMO-LUMO gap**: 8.4822 eV
**Relative energy (zero: lowest compared OMol25 entry of this formula, charge and spin)**: 141.53 kcal per mole
**HOMO level**: -9.84 eV
**Max |F|**: 2.89 eV/Å

***

# 6
The following is a quantum chemistry calculation of C2H2N2O2 as an isolated structure in a non-equilibrium geometry, from the Open Molecules 2025 dataset.

Structure (XYZ):
```
8
Properties=species:S:1:pos:R:3
C -0.630 0.191 -0.212
C 1.430 -0.308 -0.103
H -2.407 -0.577 0.657
H 2.153 -1.110 -0.034
N 0.002 1.371 -0.070
N 1.288 1.002 -0.013
O -1.964 0.259 -0.130
O 0.129 -0.828 -0.095
```

**HOMO-LUMO gap**: 9.2336 eV
**Relative energy (zero: lowest compared OMol25 entry of this formula, charge and spin)**: 74.96 kcal per mole
**HOMO level**: -9.56 eV
**Max |F|**: 6.23 eV/Å

***

# 7
The following is a quantum chemistry calculation of a 2-piece molecular cluster, C2H2N2O2S overall in a non-equilibrium geometry, from the Open Molecules 2025 dataset.

Structure (XYZ):
```
9
Properties=species:S:1:pos:R:3
C -1.949 -0.922 -2.246
C -0.696 1.155 0.387
N -1.437 -1.946 -2.156
N -0.753 0.200 1.509
O 0.068 -0.694 1.535
O -1.696 0.309 2.253
S -2.529 0.604 -2.273
H -1.402 1.902 0.303
H -0.195 0.896 -0.563
```

**HOMO-LUMO gap (spin up / spin down)**: 8.7491 / 6.6191 eV
**Relative energy (zero: lowest compared OMol25 entry of this formula, charge and spin)**: 147.69 kcal per mole
**HOMO level (spin up / spin down)**: -10.96 / -10.59 eV
**Max |F|**: 2.51 eV/Å

***

# 8
The following is a quantum chemistry calculation of one molecule with the formula C2H2N2O2S in a non-equilibrium geometry, from the Open Molecules 2025 dataset.

Structure (XYZ):
```
9
Properties=species:S:1:pos:R:3
N 2.058 1.558 -0.401
C 1.063 1.007 -0.277
C -0.235 0.426 -0.279
S -1.379 1.089 1.041
N 0.059 -1.188 -0.231
O 0.801 -1.548 -1.099
O -0.363 -1.868 0.682
H -0.682 0.478 -1.225
H -1.322 0.046 1.789
```

**Structure (SMILES)**: N#C[C@H](S)[N+](=O)[O-]
**HOMO-LUMO gap**: 10.2769 eV
**Relative energy (zero: lowest compared OMol25 entry of this formula, charge and spin)**: 86.50 kcal per mole
**HOMO level**: -10.70 eV
**Max |F|**: 2.94 eV/Å

***

The records above yield energy values of -337.198043, -337.316441, -337.378454, -337.366789, -337.198878, -337.304977, -735.351912, -735.449421 a.u., respectively.